ORCA calculation (wB97M-V/def2-TZVPD) on a structure of composition C32H42IrN5O5PS2 at a distorted geometry.

The geometry in XYZ format:
```
88
Properties=species:S:1:pos:R:3:mulliken_spin:R:1
H -3.3252 -2.3171 -0.4229 -0.005
C 1.8197 0.5158 1.1558 0.024
C -0.7768 1.3493 -6.7372 0.076
C 1.5652 -2.7629 1.0076 0.002
C -0.7068 3.7184 -6.3440 -0.014
C 3.5846 0.5023 -0.9402 -0.007
H -4.2442 -2.1896 1.8584 -0.002
H -2.6666 -2.5309 2.5592 0.002
C -0.1750 -4.0653 2.2492 0.015
H 2.1841 0.1129 3.8758 0.001
H 4.2343 0.4935 -1.8006 0.001
H -0.3240 -5.4300 -2.0978 0.002
H 1.3385 -2.7150 -2.0789 0.002
H -0.6876 0.1006 -4.9996 -0.012
H 1.7368 -1.9780 0.2756 -0.003
O 5.8674 -0.3428 1.7100 0.000
C 3.1851 0.5665 1.4095 -0.003
H -2.2211 5.6097 1.6251 0.006
N -0.5697 2.7093 -0.9057 0.181
H 0.3169 -3.2156 -3.4222 0.001
H -4.1786 -4.3310 0.7039 0.001
N 1.3494 0.4620 -0.1030 0.180
H 2.2107 -2.5865 1.8655 0.001
C -2.7660 -2.7743 0.4066 0.005
C -0.6097 2.1585 -4.4609 0.090
C 0.1018 -2.7941 1.4500 0.002
C 0.3213 -2.6987 -2.4654 0.022
H -2.9346 -1.0267 1.6682 -0.004
H -0.7179 4.7430 -6.6819 0.000
C -3.1243 -4.2584 0.4418 0.015
C -0.7932 2.6665 -7.2172 0.040
C -0.6328 3.8012 -0.1950 0.105
C -0.6461 -3.3960 -1.5115 0.015
H 6.1549 0.3588 -0.2333 0.000
H -2.5630 -4.8100 1.1893 -0.003
H 0.0204 -1.6653 -2.6303 0.000
H -1.8924 0.7955 4.9027 0.002
H 0.3836 1.1033 6.5428 0.000
C -3.1724 -2.0877 1.7057 0.016
H -0.4907 4.2973 -3.2405 -0.021
H -0.8751 2.8557 -8.2769 0.001
C 0.8233 0.5167 2.2392 -0.006
N -3.0015 0.6240 -0.4284 0.189
C 4.0917 0.5488 0.3538 0.000
H 1.8570 -3.7100 0.5632 0.001
H 0.5487 -4.1098 3.0629 0.000
C -0.5463 1.8335 -3.0336 -0.016
H 3.5711 0.6220 2.4153 0.001
S -0.7213 5.3747 -0.9717 0.087
H -0.9251 7.3041 0.4231 0.001
C -1.3856 0.8200 2.8310 -0.037
C -0.1909 -4.8195 -1.2072 0.012
H 5.8346 1.5472 1.0425 0.000
C -0.6117 3.4999 -4.9555 0.141
C -0.6899 1.1096 -5.3824 -0.060
H -2.9984 -4.7398 -0.5233 0.000
C 0.1998 0.3838 4.5637 -0.003
C -1.1066 0.6779 4.1752 -0.007
C 1.1716 0.3195 3.5726 0.000
H -1.6299 -3.4352 -1.9978 0.006
H 1.7821 0.3999 -2.1042 0.017
H 0.8624 -4.8521 -0.9462 0.000
P -0.9950 -2.3415 -0.0081 0.345
C 2.2100 0.4617 -1.1132 0.002
C -1.1330 5.5555 1.6834 -0.004
S -0.6572 3.7917 1.5300 0.105
H -1.1637 -4.0663 2.6966 0.001
H 2.1660 -0.3146 7.0125 0.000
H 6.0629 -1.2177 1.3564 0.000
O -0.5248 4.5650 -4.1897 0.050
H -0.8084 5.9077 2.6602 0.000
C 0.5695 0.1651 5.9998 -0.001
C 5.5676 0.5514 0.6691 0.000
O 1.9150 -0.2125 6.0871 0.000
O -0.5058 0.6469 -2.6268 0.150
O -4.8900 1.2612 -1.6777 0.135
H 0.6018 6.4377 0.7158 0.003
H -0.0702 -1.9498 2.1302 0.008
H -2.3930 1.0307 2.4968 0.003
H -0.8351 0.5255 -7.4317 0.002
N -0.5285 2.8992 -2.2127 0.430
H -0.0532 -4.9634 1.6543 -0.001
C -3.9548 0.9525 -1.0687 0.074
H -0.0895 -0.6022 6.4326 0.000
N -0.4567 0.7140 1.8847 0.233
C -0.4732 6.3223 0.5636 -0.001
Ir -1.0129 0.2909 -0.3651 2.411
H -0.7640 -5.2745 -0.4066 -0.003
```

- max |F| (eV/Å) = 2.82
- charge = +2
- multiplicity = 6
- DFT total energy (eV) = -85336.0344
- lowest unoccupied orbital energy (spin up / spin down) (eV) = -5.6 / -8.2